The following is a DFT calculation (ωB97M-V/def2-TZVPD) of an isolated ion of composition C10H17N2 and charge +1.

The geometry in ORCA input format:
```
! RIJCOSX wB97M-V def2-TZVPD def2/J DEFGRID3
* xyz 1 3
C -2.6922 0.5675 0.1186
C -1.7124 1.4496 0.2707
C 0.3220 -0.3503 0.0225
C -0.9032 0.2015 0.1589
C 2.2073 -1.6616 -0.0657
C 2.4577 -0.4012 0.7413
C -3.9529 -0.1671 -0.0442
C -1.5608 2.9766 0.3899
C -0.2017 -2.6533 -0.2368
C 1.8776 1.2045 -0.9821
N 0.7865 -1.6548 -0.2560
N 1.4938 0.5152 0.2302
H 2.7520 -1.6540 -1.0415
H 2.5399 -2.5066 0.5980
H 2.2397 -0.7251 1.7001
H 3.4992 -0.0624 0.5560
H -4.8230 0.4745 0.1865
H -4.0492 -1.0417 0.5109
H -4.0954 -0.3879 -1.1700
H -2.5240 3.3862 0.0071
H -0.6522 3.2241 -0.1685
H -1.4644 3.2391 1.4371
H -0.0750 -3.3121 0.5832
H -1.2351 -2.4903 -0.1130
H -0.0537 -3.4334 -1.0672
H 0.9830 1.8140 -1.2850
H 2.6773 1.8570 -0.7665
H 2.2391 0.4724 -1.7198
H 1.3490 1.2648 0.8833
*
```

For the HOMO-LUMO gap (alpha / beta), the calculation gives 0.183 / 0.273 Eh. The expectation value of S² is 2.009. For the lowest unoccupied orbital energy (alpha / beta), the calculation gives -2.570 / -4.813 eV.

The following is a DFT calculation (ωB97M-V/def2-TZVPD) of C2H6InO2 as an isolated structure.

The geometry in ORCA input format:
```
! RIJCOSX wB97M-V def2-TZVPD def2/J DEFGRID3
* xyz 3 1
In 1.1332 1.2968 2.9959
C 0.1333 0.3610 -0.9372
C -0.4883 -0.8107 0.0113
O -0.7787 -0.4248 1.3081
O 1.2190 0.9453 -0.3727
H -0.7020 1.1029 -1.0742
H 0.3383 -0.0440 -1.9367
H 0.3443 -1.5541 0.0755
H -1.3851 -1.2711 -0.4213
H -1.7691 -0.5201 1.4005
H 1.9552 0.9188 -1.0493
*
```

For the HOMO-LUMO gap, the calculation gives 0.165 Eh. For the lowest unoccupied orbital energy, the calculation gives -20.474 eV.

The following is a DFT calculation (ωB97M-V/def2-TZVPD) of one molecule with the formula C19H31N3O3S.

The geometry in ORCA input format:
```
! RIJCOSX wB97M-V def2-TZVPD def2/J DEFGRID3
* xyz 0 1
C 6.3125 -1.3428 -3.2545
C 6.3872 -0.6432 -1.9025
C 5.4554 0.5515 -1.8311
S 3.7263 0.0253 -1.6409
O 2.9464 1.1983 -1.3302
O 3.3084 -0.7361 -2.7806
N 3.8273 -1.0357 -0.3334
C 3.8700 -0.4027 0.9699
C 2.5116 0.1503 1.4050
C 1.4203 -0.9196 1.2870
C 0.0354 -0.3272 1.5422
O -0.7046 -0.7460 2.4083
N -0.2923 0.7003 0.7301
C -1.5997 1.3085 0.7744
C -2.6022 0.5669 -0.1383
N -3.9446 1.0636 -0.0071
C -4.3166 2.1430 -0.8916
C -4.9183 1.6464 -2.2092
C -4.8049 0.5718 0.9538
C -6.1686 0.8913 0.9377
C -7.0301 0.3974 1.8977
C -6.5719 -0.4391 2.8995
C -5.2279 -0.7688 2.9244
C -4.3538 -0.2739 1.9769
C 1.4542 -1.5968 -0.0894
C 2.8586 -2.1144 -0.3885
H 5.2854 -1.6175 -3.4742
H 6.6703 -0.6853 -4.0437
H 6.9262 -2.2399 -3.2509
H 7.4123 -0.3107 -1.7179
H 6.1085 -1.3410 -1.1109
H 5.6564 1.1914 -0.9769
H 5.4782 1.1475 -2.7402
H 4.2246 -1.1547 1.6828
H 4.6027 0.4044 0.9250
H 2.5742 0.5001 2.4369
H 2.2800 1.0015 0.7659
H 1.5833 -1.6844 2.0546
H 0.3209 0.9525 -0.0292
H -1.5170 2.3561 0.4779
H -1.9541 1.2570 1.8063
H -2.2867 0.6754 -1.1809
H -2.5741 -0.4976 0.1077
H -5.0237 2.8031 -0.3831
H -3.4209 2.7338 -1.1076
H -4.2025 1.0248 -2.7419
H -5.8085 1.0524 -2.0214
H -5.1842 2.4896 -2.8418
H -6.5762 1.5241 0.1657
H -8.0762 0.6668 1.8536
H -7.2490 -0.8261 3.6459
H -4.8443 -1.4167 3.6993
H -3.3151 -0.5483 2.0592
H 1.1937 -0.8838 -0.8748
H 0.7370 -2.4188 -0.1155
H 3.1610 -2.8752 0.3372
H 2.9064 -2.5339 -1.3932
*
```

For the HOMO-LUMO gap, the calculation gives 0.289 Eh. Its SMILES is CCCS(=O)(=O)N1CCC(C(=O)NCCN(CC)c2ccccc2)CC1. For the lowest unoccupied orbital energy, the calculation gives 0.571 eV.

The following is a DFT calculation (ωB97M-V/def2-TZVPD) of a 2-piece molecular cluster, C3H10N3 overall.

The geometry in ORCA input format:
```
! RIJCOSX wB97M-V def2-TZVPD def2/J DEFGRID3
* xyz 1 1
C 1.6521 0.5845 -0.9823
C 1.6430 -0.7598 -1.0103
N 0.6202 -1.4917 -1.5927
H 0.8609 1.1284 -1.4909
H 2.5281 1.1304 -0.6650
H 2.4654 -1.3603 -0.6426
H -0.1789 -0.9105 -1.7963
H 0.3362 -2.3708 -1.1889
N -0.1235 0.3304 1.5413
C -1.4158 0.2804 1.4056
N -2.1353 1.0329 0.5986
H 0.5508 0.7066 0.8494
H 0.2555 -0.2088 2.3098
H -1.9704 -0.4437 1.9932
H -3.1356 0.9515 0.6594
H -1.7533 1.8508 0.1420
*
```

For the HOMO-LUMO gap, the calculation gives 0.314 Eh. For the lowest unoccupied orbital energy, the calculation gives -3.709 eV.

The following is a DFT calculation (ωB97M-V/def2-TZVPD) of a 9-piece molecular cluster, C24H67F3N11O11S overall.

The geometry in ORCA input format:
```
! RIJCOSX wB97M-V def2-TZVPD def2/J DEFGRID3
* xyz -1 1
C -1.1414 -3.3638 -6.7960
F -1.1437 -4.5753 -6.2211
F -2.3983 -2.8978 -6.7725
F -0.2985 -2.5745 -6.1611
S -0.7145 -3.5546 -8.6562
O 0.4572 -4.4345 -8.6964
O -1.8323 -4.1524 -9.3595
O -0.5453 -2.1634 -9.1335
C 3.0382 -6.5885 -9.6619
O 3.8885 -7.4123 -9.9828
N 3.0152 -5.8463 -8.5655
N 2.0218 -6.3254 -10.4825
H 2.2858 -5.1575 -8.4278
H 3.8771 -5.7840 -8.0493
H 1.9995 -6.9162 -11.2966
H 1.2151 -5.8090 -10.1707
C -1.0603 -7.4083 -10.3686
O -0.6348 -8.5579 -10.4680
N -1.6348 -6.8653 -9.3059
N -1.0678 -6.4818 -11.3533
H -1.6196 -7.3452 -8.4219
H -1.9376 -5.9013 -9.3711
H -1.4713 -5.5808 -11.1676
H -0.6914 -6.8008 -12.2304
C -0.2332 1.1522 -8.4816
O 0.1237 2.3160 -8.2983
N -0.7145 0.8001 -9.6773
N -0.1471 0.1417 -7.6154
H -0.9142 1.5241 -10.3440
H -0.7835 -0.1828 -9.8898
H 0.5554 0.2424 -6.8927
H -0.6094 -0.7444 -7.7454
C 3.7335 1.5118 -5.2848
C 3.2660 0.0850 -5.0438
C 2.4692 -0.0526 -3.7701
O 1.9895 -1.3441 -3.6490
C 1.5629 -1.6695 -2.3240
N 2.4516 -0.2793 -6.2075
H 4.5365 1.5311 -6.0186
H 4.0376 1.9576 -4.3325
H 2.9045 2.1752 -5.5371
H 4.1913 -0.4912 -5.0187
H 1.6910 0.6950 -3.9754
H 3.0419 0.2524 -2.8907
H 2.4001 -1.6605 -1.6213
H 1.2673 -2.7174 -2.2692
H 0.7339 -1.0248 -2.0320
H 2.0382 -1.1723 -5.9518
H 3.0592 -0.4791 -7.0040
C -6.6580 -2.5759 -8.3317
C -5.2615 -2.6115 -9.0526
C -4.4348 -1.3429 -8.8320
O -5.0408 -0.2377 -9.4392
C -4.3128 0.9897 -9.4009
N -4.5958 -3.8594 -8.6500
H -7.2514 -3.4585 -8.5762
H -7.2327 -1.6996 -8.6323
H -6.6083 -2.6391 -7.2421
H -5.5050 -2.7234 -10.1109
H -3.4414 -1.5720 -9.2339
H -4.3197 -1.2950 -7.7434
H -4.9251 1.8401 -9.6930
H -3.4863 0.8284 -10.0949
H -3.8959 1.2036 -8.4143
H -3.7297 -3.7801 -9.1744
H -4.3826 -3.7710 -7.6647
C -3.4916 -2.6965 -12.2765
C -2.2007 -2.2270 -12.9868
C -1.0158 -3.2202 -12.9502
O 0.0099 -2.6483 -13.7152
C 1.3212 -3.0241 -13.4364
N -2.4697 -1.8069 -14.3395
H -3.9490 -3.5328 -12.8064
H -4.2385 -1.9115 -12.1615
H -3.1671 -2.9241 -11.2594
H -1.8870 -1.3497 -12.4142
H -1.3749 -4.1931 -13.3061
H -0.7611 -3.4017 -11.8997
H 1.5098 -4.0593 -13.1345
H 1.7609 -2.4315 -12.6305
H 1.8393 -2.9320 -14.3920
H -2.7365 -2.6128 -14.8938
H -1.5862 -1.4862 -14.7169
C 7.6818 -2.0595 -8.1771
C 6.3100 -1.5421 -7.8456
C 5.2642 -1.9753 -8.8982
O 3.9823 -1.4791 -8.6052
C 2.9608 -2.0950 -9.3812
N 5.9795 -2.0099 -6.5074
H 8.2624 -2.1532 -7.2595
H 8.2681 -1.4323 -8.8497
H 7.6514 -3.0592 -8.6172
H 6.3119 -0.4501 -7.8139
H 5.2258 -3.0701 -8.9577
H 5.6316 -1.6840 -9.8886
H 2.9609 -3.1432 -9.0763
H 3.0897 -1.9978 -10.4588
H 2.0677 -1.6465 -8.9468
H 5.1036 -1.6111 -6.2054
H 5.8139 -3.0043 -6.6283
C -0.5350 -5.4325 -3.1234
C -0.4789 -6.6954 -3.9984
C 0.7335 -7.5484 -3.6936
O 1.8362 -6.9404 -4.3152
C 2.0517 -7.2741 -5.6772
N -1.7524 -7.4238 -3.8873
H -1.3525 -4.8044 -3.4785
H 0.4070 -4.9105 -2.9621
H -0.8131 -5.7317 -2.1072
H -0.4663 -6.3271 -5.0251
H 0.6218 -8.5330 -4.1586
H 0.9100 -7.6029 -2.6194
H 2.2291 -8.3535 -5.6770
H 2.9993 -6.8623 -6.0200
H 1.2862 -6.9609 -6.3884
H -1.8755 -7.8117 -4.8125
H -2.4549 -6.7346 -3.6565
*
```

For the HOMO-LUMO gap, the calculation gives 0.342 Eh. For the lowest unoccupied orbital energy, the calculation gives 2.289 eV.

The following is a DFT calculation (ωB97M-V/def2-TZVPD) of one molecule with the formula C16H13FN4O.

The geometry in ORCA input format:
```
! RIJCOSX wB97M-V def2-TZVPD def2/J DEFGRID3
* xyz 0 1
C -3.9004 0.5462 -2.1820
C -2.5797 -0.2108 -2.5064
C -2.6603 -1.7178 -2.0761
O -2.5001 -0.3799 -3.8360
C -1.3014 0.5578 -2.1472
C -0.8166 1.5809 -2.8952
N 0.2741 2.2425 -2.4914
C 0.9784 1.8738 -1.4353
C 0.6795 0.7220 -0.6981
C 1.4459 0.3726 0.4514
N 2.1853 1.2769 1.1565
C 2.3654 0.8216 2.3539
C 3.1735 1.3525 3.4542
C 3.5580 0.5804 4.4742
C 3.0183 -0.8091 4.4704
F 3.3055 -1.6437 5.4566
C 2.2254 -1.3008 3.4776
N 1.8577 -0.4637 2.3824
C 1.3290 -0.8440 1.1209
C 0.9604 -2.2194 0.8012
N 0.4245 -3.1930 0.4922
C -0.5231 0.1315 -1.0724
H -4.7603 0.1691 -2.6953
H -3.7364 1.6205 -2.1989
H -4.0426 0.3764 -1.0848
H -3.3729 -2.2306 -2.6295
H -2.9535 -1.8629 -1.0049
H -1.6513 -2.2831 -2.2806
H -1.5865 -0.4301 -4.1686
H -1.2935 1.9925 -3.7534
H 1.5982 2.6357 -1.0629
H 3.3452 2.3754 3.5196
H 4.0682 1.0459 5.3505
H 1.8152 -2.2803 3.5426
H -0.9292 -0.4050 -0.2852
*
```

For the HOMO-LUMO gap, the calculation gives 0.319 Eh. Its SMILES is CC(C)(O)c1cncc(-c2nc3ccc(F)cn3c2C#N)c1. For the lowest unoccupied orbital energy, the calculation gives -0.237 eV.

The following is a DFT calculation (ωB97M-V/def2-TZVPD) of H6KO3 as an isolated structure.

The geometry in ORCA input format:
```
! RIJCOSX wB97M-V def2-TZVPD def2/J DEFGRID3
* xyz 1 1
K 10.6571 -1.9840 12.4646
O 12.5562 -2.3070 13.0346
H 12.3695 -1.9189 13.8894
H 13.5118 -2.3174 12.9794
O 11.9237 -1.0229 11.4590
H 12.7517 -1.0394 11.9390
H 11.6454 -0.1077 11.4921
O 9.8487 -3.4614 11.6045
H 10.4321 -3.8233 10.9374
H 8.9760 -3.5153 11.2150
*
```

For the HOMO-LUMO gap, the calculation gives 0.433 Eh. For the lowest unoccupied orbital energy, the calculation gives -3.880 eV.

The following is a DFT calculation (ωB97M-V/def2-TZVPD) of a 2-piece molecular cluster, C11H9N3O overall.

The geometry in ORCA input format:
```
! RIJCOSX wB97M-V def2-TZVPD def2/J DEFGRID3
* xyz 0 1
C -0.7368 -0.8701 -2.3988
C 1.0776 2.8769 -0.3202
C -2.9767 0.5238 1.6524
C -1.8986 -0.4022 1.7356
C -2.7325 1.6956 0.9452
C -0.6581 -0.1124 1.1951
C -1.4979 2.0409 0.4788
C -0.4695 1.1454 0.6513
C 2.8484 0.1314 0.7493
C 3.4332 -1.1847 -1.1647
C 0.8806 1.6311 0.3370
N 0.3258 -0.6997 -2.7848
N 1.3346 3.8496 -0.8080
N 1.9374 0.8914 0.3531
O 3.5447 -0.7526 0.1784
H -3.9628 0.3230 1.9283
H -2.0513 -1.5526 2.0305
H -3.5821 2.3656 0.9496
H 0.2516 -0.7211 1.3607
H -1.3482 2.9771 0.0492
H -1.7227 -1.0879 -2.0817
H 4.1323 -1.9024 -1.4251
H 3.5278 -0.3254 -1.8775
H 2.5097 -1.7907 -1.2897
*
```

For the HOMO-LUMO gap (alpha / beta), the calculation gives 0.274 / 0.274 Eh. For the lowest unoccupied orbital energy (alpha / beta), the calculation gives -0.446 / -0.444 eV.

The following is a DFT calculation (ωB97M-V/def2-TZVPD) of C44H37AlF17NO8PS as an isolated structure.

The geometry in ORCA input format:
```
! RIJCOSX wB97M-V def2-TZVPD def2/J DEFGRID3
* xyz -1 1
C -3.0856 3.6331 -0.1798
C -3.1730 2.4615 -1.3239
C -2.7366 2.9454 -2.8378
C -2.3161 1.1021 -0.9936
C -1.0997 1.2977 0.0874
Al 0.5117 0.0037 -0.2452
C 1.6199 0.0576 1.4853
C 3.2098 -0.2736 1.3086
C 3.7469 -1.6223 2.0672
F 2.9309 -1.9837 3.2881
F 5.0997 -1.2634 2.6388
C 3.7668 -2.9775 1.1433
F 4.0881 -4.1147 2.0273
F 2.3316 -3.1932 0.7181
C 4.6876 -2.8680 -0.2256
F 3.6781 -2.5538 -1.3057
F 5.6079 -1.6691 -0.2170
C 5.6310 -4.1553 -0.5360
F 6.6290 -4.2126 0.6035
F 4.9118 -5.4814 -0.4387
C 6.5299 -4.1632 -1.8687
F 6.8214 -5.6045 -2.2147
F 7.8786 -3.5843 -1.5127
C 6.0203 -3.4390 -3.2140
F 7.1449 -3.6074 -4.2163
F 5.8823 -1.9357 -3.1231
C 4.7113 -4.0999 -3.9610
F 3.8108 -4.8782 -3.0860
F 5.2565 -5.0916 -4.9636
C 3.8933 -2.9849 -4.9025
F 3.0057 -3.8282 -5.7881
F 2.9777 -2.1202 -4.1246
F 4.7913 -2.2473 -5.8341
P -0.3766 -2.0835 -0.7397
N -1.8018 -2.0656 -1.5059
O 0.7323 -2.9714 -1.8009
O -0.6576 -2.9395 0.7881
S 1.5701 0.7935 -2.1054
C 1.3891 2.6830 -2.2014
O 0.7515 0.2511 -3.3417
O 3.0199 0.2974 -2.3132
H -2.0301 4.1882 -0.1846
H -3.8734 4.4730 -0.4769
H -3.3660 3.2931 0.9047
H -4.3247 2.1575 -1.3982
H -3.3791 2.2973 -3.5983
H -1.6117 2.7309 -3.1005
H -2.9879 4.0684 -3.0770
H -3.0423 0.2757 -0.5307
H -1.9029 0.6361 -1.9934
H -0.6032 2.3833 0.0647
H -1.4501 1.0811 1.1866
H 1.5534 1.1822 1.8811
H 1.0480 -0.5892 2.2741
H 3.4170 -0.4071 0.1651
H 3.8417 0.6357 1.7113
H -1.6975 -2.5497 -2.4251
H 0.5174 -2.7029 -2.7598
H -0.2200 -3.8478 0.6507
H 0.2678 2.9108 -1.8938
H 1.5023 3.0065 -3.3350
H 2.1270 3.2293 -1.4750
C 3.6953 -0.5714 6.3558
C 4.1747 -0.4215 7.6569
C 4.3424 0.8548 8.1966
C 4.0412 1.9859 7.4283
C 3.5853 1.8365 6.1191
C 3.4008 0.5544 5.5853
C 3.3117 3.0230 5.2828
O 2.9078 2.8926 4.1338
C 3.5401 4.3678 5.8479
C 3.3402 5.5001 5.0474
C 3.5411 6.7762 5.5779
C 3.9320 6.9254 6.9083
C 4.1373 5.7990 7.7064
C 3.9503 4.5174 7.1718
C 4.2047 3.3316 8.0135
O 4.5527 3.4617 9.1815
H 3.5559 -1.5661 5.9384
H 4.4163 -1.2987 8.2530
H 4.7122 0.9641 9.2148
H 3.0323 0.4297 4.5686
H 3.0319 5.3925 4.0086
H 3.3903 7.6539 4.9531
H 4.0815 7.9195 7.3239
H 4.4472 5.9231 8.7427
C -5.7450 -2.4455 -1.0215
C -6.8616 -3.2520 -0.8033
C -7.9979 -3.1018 -1.5999
C -8.0223 -2.1333 -2.6107
C -6.9150 -1.3104 -2.8127
C -5.7690 -1.4745 -2.0237
C -6.9480 -0.2523 -3.8430
O -5.9744 0.4686 -4.0234
C -8.1735 -0.0701 -4.6461
C -8.2393 0.9664 -5.5864
C -9.3896 1.1374 -6.3596
C -10.4709 0.2707 -6.2032
C -10.4102 -0.7593 -5.2633
C -9.2626 -0.9236 -4.4764
C -9.2219 -1.9936 -3.4602
O -10.1736 -2.7530 -3.3189
H -4.8561 -2.5686 -0.4067
H -6.8475 -4.0002 -0.0138
H -8.8640 -3.7386 -1.4273
H -4.8957 -0.8449 -2.1846
H -7.3982 1.6455 -5.7170
H -9.4406 1.9461 -7.0855
H -11.3643 0.3992 -6.8105
H -11.2602 -1.4290 -5.1434
*
```

For the HOMO-LUMO gap, the calculation gives 0.218 Eh. For the lowest unoccupied orbital energy, the calculation gives 0.369 eV.

The following is a DFT calculation (ωB97M-V/def2-TZVPD) of an isolated ion of composition C7H16N3 and charge +1.

The geometry in ORCA input format:
```
! RIJCOSX wB97M-V def2-TZVPD def2/J DEFGRID3
* xyz 1 1
C -2.0981 -1.7413 0.1352
N -1.2367 -0.5951 0.2921
N 0.0338 -0.6178 -0.4552
C 0.4183 0.7037 -0.9526
C 1.9251 0.9197 -1.1647
C -0.4911 1.1233 -2.1429
N 0.2111 1.6353 0.2198
C 0.1963 0.7797 1.5223
C 0.0186 -0.6516 1.0338
C 0.2176 -1.8594 1.9253
H -2.4415 -2.0017 1.1760
H -3.0638 -1.5963 -0.3584
H -1.4974 -2.4438 -0.3014
H 2.4750 0.2983 -0.3320
H 2.1921 2.0040 -1.2949
H 2.2550 0.4079 -2.1440
H -1.3416 1.7963 -1.7834
H -1.1320 0.2297 -2.5396
H 0.0870 1.6385 -2.8552
H -0.7836 2.0498 0.2264
H 0.9001 2.4291 0.3232
H -0.6935 1.0806 2.2595
H 1.1659 0.9470 1.8861
H -0.6749 -2.1678 2.3368
H 0.9345 -1.5966 2.8026
H 0.5285 -2.5862 1.2345
*
```

For the HOMO-LUMO gap, the calculation gives 0.378 Eh. Its SMILES is CN1N2C(C)(C)[NH2+]C[C@@]12C. For the lowest unoccupied orbital energy, the calculation gives -3.002 eV.

Energy above the lowest of the compared OMol25 structures with the same formula, charge and spin readings, ordered: 71.9, 15.8, 9.9, 34.1, 20.9, 47.2, 162.8, 144.5, 302.3, 95.0 kcal per mole
DFT total energy readings, ordered: -500.18783, -418.88584, -1530.78131, -284.32171, -3082.50513, -1011.54807, -828.83469, -663.90931, -5034.97813, -440.23035 Eh